Formula: C52H112Br2F6O25
Source: the OMol25 dataset
Level of theory: ωB97M-V/def2-TZVPD

```
! wB97M-V def2-TZVPD RIJCOSX def2/J DEFGRID3
* xyz 0 1
C -7.48 -0.17 1.49
C -6.08 -0.06 1.99
O -5.50 1.24 1.51
C -4.27 1.47 1.97
O -3.72 0.85 2.87
C -3.47 2.71 1.37
F -3.02 3.50 2.28
F -2.42 2.32 0.66
F -4.28 3.38 0.51
H -7.55 0.03 0.39
H -8.19 0.45 1.99
H -7.85 -1.16 1.74
H -5.41 -0.85 1.66
H -6.08 -0.11 3.07
C -2.88 -0.74 5.23
C -1.47 -0.04 5.15
O -0.42 -1.09 5.12
C -0.22 -1.73 3.96
O -0.70 -1.38 2.91
C 0.85 -2.80 4.04
F 1.16 -3.18 5.29
F 0.47 -3.88 3.36
F 2.00 -2.38 3.50
H -2.88 -1.48 4.45
H -3.69 -0.09 5.02
H -3.08 -1.28 6.15
H -1.21 0.60 6.01
H -1.36 0.56 4.25
C -6.67 -0.82 -3.00
O -5.95 -0.24 -1.86
C -4.52 -0.35 -1.94
C -3.82 0.87 -2.56
O -2.49 0.38 -2.70
C -1.48 1.30 -3.05
C -1.60 1.83 -4.45
O -1.54 0.77 -5.38
C -0.37 0.15 -5.67
H -7.62 -1.14 -2.64
H -6.11 -1.58 -3.60
H -6.93 0.01 -3.74
H -4.27 -1.26 -2.49
H -4.15 -0.57 -0.95
H -3.76 1.77 -1.97
H -4.34 1.25 -3.46
H -0.47 0.82 -2.81
H -1.64 2.18 -2.36
H -0.73 2.57 -4.62
H -2.57 2.29 -4.48
H -0.13 -0.61 -4.94
H 0.44 0.88 -5.70
H -0.43 -0.28 -6.69
C 4.94 -0.38 2.33
O 5.99 0.51 2.09
C 7.10 0.01 1.43
C 8.21 1.03 1.35
O 8.73 1.46 2.61
C 8.88 0.50 3.61
C 9.77 1.06 4.67
O 11.14 0.90 4.43
C 11.74 1.63 3.29
H 5.34 -1.41 2.39
H 4.31 -0.49 1.44
H 4.39 -0.06 3.20
H 6.84 -0.25 0.39
H 7.40 -0.98 1.82
H 7.92 2.00 0.90
H 9.01 0.55 0.79
H 9.24 -0.46 3.22
H 7.89 0.32 4.08
H 9.61 0.41 5.59
H 9.45 2.08 4.96
H 12.74 1.82 3.61
H 11.19 2.57 3.05
H 11.85 0.91 2.47
C -6.46 -4.51 -1.33
O -5.68 -4.41 -0.17
C -4.93 -3.21 -0.13
C -4.36 -3.07 1.25
O -5.44 -3.04 2.13
C -5.12 -2.87 3.52
C -6.01 -3.78 4.38
O -5.79 -3.42 5.70
C -5.92 -4.59 6.52
H -7.21 -3.70 -1.29
H -6.92 -5.46 -1.30
H -5.84 -4.49 -2.23
H -5.57 -2.36 -0.30
H -4.16 -3.27 -0.91
H -3.74 -2.15 1.27
H -3.64 -3.87 1.52
H -5.30 -1.82 3.79
H -4.03 -3.12 3.72
H -5.73 -4.81 4.19
H -7.07 -3.65 4.06
H -7.02 -4.82 6.58
H -5.52 -4.48 7.53
H -5.35 -5.39 6.07
C -5.00 0.11 -6.26
O -4.98 -1.28 -5.96
C -3.74 -1.92 -6.32
C -3.85 -3.40 -5.88
O -3.63 -3.50 -4.48
C -2.33 -3.17 -3.99
C -1.45 -4.39 -4.12
O -1.14 -4.63 -5.47
C -0.15 -3.73 -5.90
H -6.06 0.45 -6.17
H -4.75 0.23 -7.34
H -4.35 0.67 -5.54
H -2.84 -1.35 -5.97
H -3.73 -1.91 -7.41
H -3.07 -3.94 -6.43
H -4.80 -3.81 -6.19
H -2.51 -2.85 -2.96
H -1.81 -2.35 -4.51
H -1.99 -5.28 -3.81
H -0.57 -4.20 -3.49
H 0.88 -3.89 -5.40
H -0.46 -2.72 -5.66
H 0.13 -3.77 -7.00
C 7.83 4.70 3.61
O 6.42 4.71 3.43
C 5.80 3.68 4.11
C 4.36 3.63 3.76
O 3.73 4.68 4.53
C 2.73 5.45 3.91
C 1.40 4.78 4.15
O 1.53 3.52 3.44
C 0.22 3.02 3.23
H 8.15 4.90 4.65
H 8.18 5.54 3.01
H 8.35 3.80 3.20
H 5.88 3.80 5.22
H 6.28 2.70 3.94
H 3.85 2.68 4.06
H 4.16 3.80 2.69
H 2.98 5.48 2.84
H 2.76 6.46 4.33
H 0.53 5.35 3.81
H 1.27 4.59 5.25
H -0.41 3.03 4.12
H 0.24 2.05 2.78
H -0.34 3.65 2.58
C 1.77 5.55 -0.71
O 0.43 6.09 -0.76
C -0.45 5.13 -1.27
C -1.86 5.69 -1.49
O -2.69 4.68 -2.00
C -4.00 5.22 -2.12
C -4.95 4.24 -2.67
O -4.68 3.98 -4.01
C -5.81 3.31 -4.58
H 2.38 6.38 -0.36
H 2.02 5.16 -1.69
H 1.91 4.83 0.07
H -0.54 4.33 -0.53
H -0.09 4.73 -2.23
H -1.79 6.55 -2.17
H -2.28 6.10 -0.56
H -3.91 6.03 -2.87
H -4.29 5.65 -1.14
H -5.95 4.69 -2.61
H -4.98 3.31 -2.18
H -5.49 3.03 -5.61
H -6.66 4.02 -4.67
H -6.03 2.44 -3.95
C 8.69 -4.47 -0.51
O 7.28 -4.69 -0.78
C 6.50 -4.19 0.25
C 5.04 -4.30 -0.28
O 4.71 -3.31 -1.25
C 5.02 -3.73 -2.58
C 4.71 -2.55 -3.54
O 3.35 -2.13 -3.71
C 2.95 -1.20 -2.70
H 9.28 -4.98 -1.27
H 8.99 -4.77 0.49
H 8.94 -3.38 -0.60
H 6.69 -3.12 0.44
H 6.66 -4.79 1.14
H 4.36 -4.15 0.51
H 4.88 -5.30 -0.68
H 4.44 -4.63 -2.84
H 6.08 -3.92 -2.64
H 5.00 -2.94 -4.53
H 5.35 -1.71 -3.23
H 2.81 -1.66 -1.72
H 2.01 -0.72 -2.94
H 3.70 -0.37 -2.56
Br 1.25 1.70 0.01
C 0.74 -0.23 0.10
C -0.78 -0.24 -0.03
Br -1.18 -2.22 -0.23
H 1.03 -0.54 1.10
H 1.15 -0.71 -0.74
H -1.15 0.21 -0.91
H -1.23 0.22 0.84
*
```

Its SMILES is CCOC(=O)C(F)(F)F.CCOC(=O)C(F)(F)F.COCCOCCOC.COCCOCCOC.COCCOCCOC.COCCOCCOC.COCCOCCOC.COCCOCCOC.COCCOCCOC.BrCCBr. The electronic energy comes out at -9676.25769 Eh. Its HOMO-LUMO gap is 9.46 eV. Its energy relative to the best compared isomer or geometry (same formula, charge and spin) is 0.00 kJ/mol.

Formula: C52H112F6N6O6S2
Source: the OMol25 dataset
Level of theory: ωB97M-V/def2-TZVPD

```
! wB97M-V def2-TZVPD RIJCOSX def2/J DEFGRID3
* xyz 4 1
C 7.86 17.39 25.19
C 7.14 17.12 23.87
C 7.92 17.46 22.52
C 8.32 16.21 21.71
N 9.35 16.41 20.50
C 9.75 15.01 20.03
C 11.04 14.67 20.75
C 11.34 15.88 21.62
C 10.74 17.04 20.83
C 8.52 17.16 19.40
H 8.86 16.98 25.10
H 7.37 16.85 26.01
H 7.90 18.46 25.39
H 6.15 17.56 23.98
H 6.92 16.06 24.00
H 8.79 18.11 22.63
H 7.29 17.95 21.78
H 7.38 15.76 21.39
H 8.72 15.46 22.40
H 9.95 15.08 18.96
H 8.91 14.31 20.10
H 11.85 14.57 20.03
H 10.90 13.78 21.36
H 12.42 16.01 21.69
H 10.93 15.90 22.63
H 11.14 17.25 19.84
H 10.59 17.94 21.42
H 9.27 17.41 18.64
H 7.92 17.97 19.81
H 7.78 16.40 19.14
C 10.57 20.89 9.54
C 10.16 21.15 10.97
C 9.81 19.80 11.63
C 9.11 20.07 12.97
N 8.98 18.85 13.92
C 8.42 17.56 13.24
C 7.84 16.74 14.40
C 7.55 17.72 15.56
C 7.93 19.11 15.02
C 10.33 18.55 14.62
H 11.47 20.27 9.54
H 10.97 21.80 9.08
H 9.84 20.36 8.93
H 9.34 21.86 10.91
H 11.04 21.54 11.47
H 10.73 19.22 11.75
H 9.08 19.28 11.02
H 8.14 20.54 12.82
H 9.54 20.85 13.59
H 9.24 16.95 12.85
H 7.79 17.85 12.41
H 8.51 15.91 14.66
H 6.94 16.23 14.06
H 8.18 17.36 16.37
H 6.54 17.54 15.93
H 8.30 19.74 15.83
H 7.05 19.61 14.61
H 10.21 17.56 15.06
H 10.69 19.30 15.32
H 11.16 18.35 13.93
C 17.13 9.27 19.38
C 16.30 10.53 19.66
C 16.05 11.39 18.39
N 15.93 12.92 18.57
C 14.80 13.42 19.46
C 15.74 13.54 17.18
C 16.90 14.43 16.76
C 17.41 14.85 18.18
C 17.23 13.59 19.01
H 18.21 9.40 19.38
H 16.88 8.67 18.51
H 16.93 8.56 20.18
H 16.85 11.10 20.40
H 15.33 10.18 20.01
H 15.22 10.92 17.86
H 16.93 11.34 17.75
H 14.80 14.51 19.52
H 14.87 12.99 20.46
H 13.89 13.07 18.97
H 14.80 14.09 17.32
H 15.54 12.75 16.45
H 16.61 15.26 16.10
H 17.60 13.89 16.12
H 16.90 15.77 18.49
H 18.44 15.17 18.04
H 17.27 13.68 20.10
H 18.00 12.83 18.87
C 16.75 18.11 13.01
C 15.75 17.37 12.13
C 14.92 16.28 12.89
N 13.80 15.66 12.00
C 14.51 14.91 10.84
C 12.84 16.72 11.40
C 11.65 15.83 11.07
C 11.54 14.87 12.21
C 12.94 14.64 12.78
H 17.24 18.88 12.41
H 17.51 17.36 13.21
H 16.26 18.57 13.87
H 16.36 16.91 11.35
H 15.03 17.93 11.54
H 14.43 16.79 13.72
H 15.47 15.44 13.31
H 15.26 14.36 11.41
H 15.15 15.60 10.30
H 13.91 14.29 10.17
H 13.39 17.14 10.56
H 12.66 17.42 12.22
H 11.85 15.38 10.10
H 10.76 16.47 10.99
H 11.09 13.93 11.88
H 10.89 15.30 12.97
H 13.37 13.67 12.55
H 13.01 14.88 13.84
C 10.95 8.22 13.52
C 10.53 9.59 14.02
C 11.38 10.17 15.13
N 10.83 11.53 15.81
C 11.73 11.76 16.99
C 9.34 11.41 16.28
C 8.55 12.48 15.48
C 9.58 13.51 15.00
C 10.89 12.75 14.87
H 11.96 8.13 13.13
H 10.32 7.93 12.68
H 10.97 7.52 14.35
H 9.47 9.43 14.22
H 10.43 10.35 13.25
H 12.40 10.19 14.73
H 11.51 9.43 15.91
H 11.47 12.73 17.41
H 12.78 11.78 16.68
H 11.60 11.03 17.79
H 9.42 11.67 17.33
H 9.13 10.34 16.22
H 7.61 12.82 15.91
H 8.17 12.04 14.56
H 9.74 14.26 15.77
H 9.50 13.89 13.98
H 11.70 13.43 15.15
H 11.10 12.37 13.86
C 11.97 19.30 25.87
C 12.74 20.03 24.76
C 12.81 19.29 23.41
N 13.95 19.66 22.42
C 13.69 18.95 21.10
C 15.35 19.38 23.01
C 15.85 20.68 23.66
C 14.93 21.77 23.13
C 14.03 21.15 22.09
H 12.44 18.35 26.12
H 10.95 19.09 25.56
H 11.96 19.88 26.79
H 13.74 20.07 25.21
H 12.34 21.03 24.64
H 11.88 19.45 22.86
H 12.85 18.23 23.62
H 12.71 19.25 20.71
H 13.71 17.91 21.42
H 14.39 19.28 20.33
H 15.94 19.39 22.10
H 15.47 18.46 23.58
H 16.91 20.85 23.47
H 15.81 20.60 24.74
H 15.67 22.48 22.78
H 14.36 22.22 23.94
H 14.56 21.32 21.15
H 13.03 21.53 21.91
C 13.80 17.12 17.89
F 13.81 18.41 17.74
F 14.86 16.65 17.41
F 13.69 16.81 19.13
S 12.44 16.24 16.85
O 12.62 14.78 17.02
O 11.17 16.78 17.37
O 12.69 16.63 15.46
C 9.93 20.52 18.18
F 10.62 19.42 17.83
F 9.96 21.45 17.16
F 8.65 20.16 18.42
S 10.56 21.40 19.90
O 9.69 22.56 20.02
O 10.24 20.34 20.91
O 12.00 21.60 19.83
*
```

The electronic energy comes out at -4222.67534 Eh. Its HOMO-LUMO gap is 7.84 eV. Its energy relative to the best compared isomer or geometry (same formula, charge and spin) is 200.40 kJ/mol.

- The highest electronic energy belongs to which entry?
  C52H112F6N6O6S2

- The lowest energy relative to the best compared isomer or geometry (same formula, charge and spin) belongs to which entry?
  C52H112Br2F6O25